(1)
Entry from the Open Molecules 2025 dataset: a cluster of 14 separate species, C31H93N3O14 in total in a non-equilibrium geometry (ωB97M-V/def2-TZVPD).

Positions of all 141 atoms, in Å:
C (2.22, -4.69, 2.33)
C (1.43, -3.55, 2.93)
O (1.89, -3.39, 4.24)
H (3.29, -4.51, 2.44)
H (2.08, -4.66, 1.25)
H (1.92, -5.66, 2.72)
H (0.41, -3.93, 3.00)
H (1.54, -2.61, 2.38)
H (1.71, -2.46, 4.42)
C (-2.62, -5.04, -2.00)
C (-2.44, -3.65, -2.57)
O (-1.09, -3.52, -2.97)
H (-3.70, -5.21, -1.96)
H (-2.26, -5.07, -0.97)
H (-2.16, -5.75, -2.69)
H (-2.57, -2.90, -1.79)
H (-3.14, -3.49, -3.39)
H (-0.93, -2.62, -3.29)
C (3.83, 1.02, -2.84)
C (3.88, 0.13, -4.06)
O (2.68, 0.24, -4.80)
H (3.30, 1.95, -3.00)
H (4.83, 1.25, -2.45)
H (3.26, 0.45, -2.11)
H (4.08, -0.91, -3.79)
H (4.69, 0.51, -4.69)
H (2.86, 0.62, -5.66)
C (4.64, -1.34, 2.15)
C (5.16, -0.41, 1.03)
O (6.54, -0.61, 0.81)
H (4.54, -2.36, 1.77)
H (3.71, -1.07, 2.64)
H (5.38, -1.46, 2.94)
H (5.02, 0.64, 1.29)
H (4.52, -0.50, 0.14)
H (6.80, 0.10, 0.22)
C (2.52, -2.73, -1.93)
C (1.93, -4.12, -1.99)
O (0.85, -4.31, -1.17)
H (1.87, -1.90, -2.20)
H (3.42, -2.63, -2.53)
H (2.76, -2.54, -0.88)
H (2.71, -4.84, -1.74)
H (1.68, -4.32, -3.03)
H (0.10, -4.07, -1.73)
C (2.37, 6.05, 0.40)
C (1.92, 5.83, -1.05)
O (2.85, 5.05, -1.80)
H (3.30, 6.62, 0.44)
H (2.47, 5.08, 0.90)
H (1.51, 6.49, 0.89)
H (1.91, 6.78, -1.57)
H (0.96, 5.30, -0.99)
H (2.49, 5.02, -2.69)
C (2.63, 1.21, 4.31)
C (2.28, -0.12, 4.97)
O (1.14, -0.71, 4.41)
H (1.88, 1.97, 4.11)
H (3.24, 1.07, 3.41)
H (3.38, 1.80, 4.84)
H (2.04, 0.23, 5.97)
H (3.13, -0.80, 5.04)
H (0.50, 0.00, 4.36)
C (-2.16, 3.19, 4.10)
C (-1.88, 1.87, 4.82)
O (-0.99, 1.05, 4.07)
H (-1.24, 3.76, 3.95)
H (-2.75, 3.88, 4.71)
H (-2.73, 3.08, 3.17)
H (-2.84, 1.39, 5.01)
H (-1.43, 2.10, 5.79)
H (-1.28, 0.94, 3.16)
C (-0.79, -1.54, -6.00)
C (-1.22, -0.43, -5.07)
C (-2.72, -0.13, -5.24)
O (-3.08, 0.31, -6.58)
C (-4.40, 0.85, -6.61)
N (-0.71, -0.85, -3.76)
H (0.30, -1.66, -5.96)
H (-1.10, -1.30, -7.01)
H (-1.25, -2.51, -5.79)
H (-0.60, 0.40, -5.40)
H (-3.01, 0.55, -4.43)
H (-3.23, -1.03, -4.93)
H (-4.54, 1.13, -7.66)
H (-4.49, 1.80, -6.08)
H (-5.13, 0.10, -6.32)
H (-0.84, -0.06, -3.13)
H (0.30, -0.89, -3.85)
C (-6.72, 0.56, 1.97)
C (-6.64, 0.21, 3.46)
C (-5.23, -0.20, 3.89)
O (-4.78, -1.24, 3.06)
C (-3.43, -1.68, 3.36)
N (-7.03, 1.40, 4.12)
H (-7.62, 1.11, 1.67)
H (-6.67, -0.30, 1.30)
H (-5.98, 1.28, 1.61)
H (-7.28, -0.63, 3.73)
H (-5.20, -0.70, 4.86)
H (-4.60, 0.68, 3.78)
H (-2.73, -0.85, 3.43)
H (-3.03, -2.37, 2.62)
H (-3.50, -2.25, 4.29)
H (-6.37, 2.13, 3.90)
H (-6.82, 1.35, 5.10)
C (-0.25, -1.60, 0.05)
C (-0.26, -0.53, 1.17)
C (0.88, 0.48, 1.14)
O (0.91, 1.16, -0.13)
C (1.91, 2.15, -0.18)
N (-1.50, 0.24, 1.19)
H (0.77, -1.95, -0.06)
H (-0.48, -1.11, -0.89)
H (-0.96, -2.40, 0.24)
H (-0.13, -1.07, 2.11)
H (1.86, 0.07, 1.37)
H (0.70, 1.23, 1.90)
H (1.94, 2.65, -1.16)
H (2.90, 1.72, -0.11)
H (1.83, 2.93, 0.58)
H (-2.23, -0.44, 1.03)
H (-1.47, 0.81, 0.35)
C (5.74, 3.64, 0.61)
O (7.02, 3.01, 0.71)
H (5.26, 3.53, -0.36)
H (5.02, 3.28, 1.34)
H (5.72, 4.70, 0.86)
H (7.37, 3.25, 1.58)
C (-4.25, -0.42, -0.37)
O (-3.69, -1.45, 0.44)
H (-5.15, -0.78, -0.88)
H (-4.51, 0.51, 0.14)
H (-3.62, -0.04, -1.18)
H (-4.30, -1.76, 1.11)
C (-0.49, 2.34, -2.98)
O (-1.03, 1.49, -2.01)
H (-1.20, 2.65, -3.75)
H (-0.01, 3.15, -2.44)
H (0.37, 1.90, -3.50)
H (-0.30, 1.22, -1.44)

Properties
**LUMO**: 0.240 eV
**Gap between HOMO and LUMO**: 9.43 eV
**Net charge**: 0
**Energy above the lowest of the compared OMol25 structures with the same formula, charge and spin**: 0.0 kJ/mol

(2)
Entry from the Open Molecules 2025 dataset: a structure of composition C30H28N4O2RuS (ωB97M-V/def2-TZVPD).

Positions of all 66 atoms, in Å:
Ru (0.01, 1.65, 1.02)
C (-2.10, -6.97, -2.55)
O (-2.34, -6.26, -3.78)
C (-1.62, -5.20, -4.07)
C (-1.88, -4.61, -5.32)
C (-1.16, -3.53, -5.73)
C (-0.20, -2.97, -4.86)
C (0.08, -3.56, -3.62)
C (-0.62, -4.67, -3.22)
N (0.51, -1.89, -5.38)
N (1.27, -1.16, -4.79)
C (1.30, -0.59, -3.55)
C (2.57, -0.25, -3.07)
C (2.75, 0.34, -1.83)
C (1.64, 0.68, -1.06)
O (1.75, 1.24, 0.11)
C (0.32, 0.45, -1.60)
N (-0.71, 0.93, -0.85)
C (-1.94, 0.79, -1.29)
C (-2.23, 0.17, -2.51)
C (-1.21, -0.30, -3.29)
C (0.12, -0.19, -2.83)
H (-2.80, -7.80, -2.56)
H (-2.29, -6.33, -1.70)
H (-1.08, -7.35, -2.53)
H (-2.64, -5.06, -5.96)
H (-1.31, -3.08, -6.70)
H (0.87, -3.17, -2.99)
H (-0.40, -5.14, -2.28)
H (3.42, -0.49, -3.69)
H (3.74, 0.56, -1.45)
H (-2.73, 1.19, -0.67)
H (-3.26, 0.10, -2.84)
H (-1.42, -0.75, -4.25)
C (4.60, 0.98, 4.10)
C (3.55, 0.28, 4.69)
C (2.25, 0.53, 4.32)
C (1.98, 1.49, 3.34)
C (3.04, 2.16, 2.71)
C (4.34, 1.92, 3.11)
N (0.69, 1.78, 2.90)
C (-0.45, 1.58, 3.68)
C (-0.50, 1.49, 5.07)
C (-1.71, 1.24, 5.69)
C (-2.88, 1.08, 4.95)
C (-2.85, 1.22, 3.57)
C (-1.65, 1.50, 2.95)
H (5.62, 0.79, 4.41)
H (3.76, -0.48, 5.44)
H (1.44, -0.05, 4.75)
H (2.82, 2.86, 1.92)
H (5.15, 2.45, 2.64)
H (0.40, 1.63, 5.66)
H (-1.75, 1.17, 6.77)
H (-3.82, 0.87, 5.45)
H (-3.77, 1.14, 2.99)
H (-1.74, 1.69, 1.86)
C (-1.59, 4.62, 0.10)
S (0.13, 4.13, 0.36)
C (0.51, 5.10, 1.82)
H (-1.62, 5.66, -0.22)
H (-2.17, 4.50, 1.02)
H (-2.00, 3.99, -0.69)
H (-0.26, 4.97, 2.58)
H (0.59, 6.15, 1.54)
H (1.47, 4.77, 2.21)

Properties
**LUMO (spin up / spin down)**: -6.577 / -7.568 eV
**⟨S²⟩**: 6.072
**Gap between HOMO and LUMO (spin up / spin down)**: 6.38 / 6.26 eV
**Net charge**: +2
**Energy above the lowest of the compared OMol25 structures with the same formula, charge and spin**: 61.4 kJ/mol
**2S+1**: 5

(3)
Entry from the Open Molecules 2025 dataset: a structure of composition C13H32GaIO2P2Si in a non-equilibrium geometry (ωB97M-V/def2-TZVPD).

Positions of all 52 atoms, in Å:
C (0.47, 1.94, -1.54)
C (0.29, 1.44, -0.14)
H (1.51, 2.27, -1.68)
H (-0.20, 2.80, -1.68)
H (0.21, 1.18, -2.28)
O (1.05, 1.73, 0.81)
I (-0.59, -3.46, 0.33)
Ga (-0.09, -1.03, 0.22)
P (2.08, -1.17, -0.93)
C (3.36, 0.12, -0.74)
C (2.98, -2.70, -0.52)
H (3.58, -3.01, -1.38)
H (2.51, -2.01, -3.14)
H (2.26, -3.49, -0.26)
H (0.78, -1.63, -2.93)
H (4.25, -0.32, -0.26)
H (3.63, -2.52, 0.34)
C (1.80, -1.29, -2.73)
H (3.64, 0.52, -1.72)
H (1.95, -0.31, -3.20)
H (2.98, 0.94, -0.11)
P (-2.29, -1.13, -1.46)
C (-3.74, -1.33, -0.36)
C (-2.85, 0.24, -2.53)
H (-1.72, -2.50, -3.38)
H (-3.48, -2.52, -3.03)
H (-2.35, -3.50, -2.04)
C (-2.48, -2.56, -2.59)
H (-2.21, 0.29, -3.42)
H (-3.89, 0.05, -2.83)
H (-4.65, -1.35, -0.98)
H (-3.79, -0.48, 0.33)
H (-2.80, 1.19, -1.99)
H (-3.65, -2.26, 0.21)
C (-1.04, 0.79, 0.17)
O (-2.05, 1.33, 0.55)
C (2.65, 0.79, 3.04)
Si (0.82, 0.47, 3.28)
C (0.58, -0.08, 5.09)
C (-0.21, 2.05, 3.26)
C (0.26, -1.00, 2.24)
H (2.84, 1.85, 2.84)
H (3.08, 0.21, 2.21)
H (3.19, 0.52, 3.95)
H (1.55, -0.11, 5.61)
H (-0.08, 0.61, 5.62)
H (0.13, -1.08, 5.12)
H (0.42, 2.91, 3.01)
H (-1.05, 2.02, 2.55)
H (-0.63, 2.21, 4.27)
H (0.99, -1.82, 2.40)
H (-0.68, -1.39, 2.67)

Properties
**LUMO (spin up / spin down)**: -10.309 / -10.312 eV
**Gap between HOMO and LUMO (spin up / spin down)**: 4.78 / 4.80 eV
**Net charge**: +2
**Energy above the lowest of the compared OMol25 structures with the same formula, charge and spin**: 193.2 kJ/mol

(4)
Entry from the Open Molecules 2025 dataset: a cluster of 2 separate species, C7H14N4O in total in a non-equilibrium geometry (ωB97M-V/def2-TZVPD).

Positions of all 26 atoms, in Å:
C (0.16, 2.26, -0.53)
C (-0.37, 1.13, -0.07)
C (1.80, 0.84, -0.08)
C (-3.06, 1.99, 0.47)
C (3.05, 0.13, 0.09)
C (0.38, -1.10, 0.84)
C (0.06, -2.20, -0.28)
N (0.65, 0.19, 0.27)
N (1.56, 2.06, -0.51)
N (-2.45, 0.90, 0.27)
N (-1.41, -2.44, -0.63)
O (-2.79, -0.24, 0.02)
H (-0.27, 3.20, -0.97)
H (-4.09, 1.92, 0.95)
H (-2.74, 3.01, 0.68)
H (3.45, -0.18, 1.07)
H (3.15, -0.65, -0.62)
H (3.87, 0.87, -0.15)
H (-0.61, -0.97, 1.38)
H (1.18, -1.26, 1.53)
H (0.57, -1.79, -1.25)
H (0.58, -3.13, 0.10)
H (2.22, 2.77, -0.46)
H (-1.76, -3.19, -0.10)
H (-1.42, -2.70, -1.63)
H (-1.70, -1.43, -0.40)

Properties
**LUMO**: -8.271 eV
**Gap between HOMO and LUMO**: 8.99 eV
**Net charge**: +2
**Energy above the lowest of the compared OMol25 structures with the same formula, charge and spin**: 406.1 kJ/mol

(5)
Entry from the Open Molecules 2025 dataset: a structure of composition C8H12N2O in a non-equilibrium geometry (ωB97M-V/def2-TZVPD).

Positions of all 23 atoms, in Å:
C (-2.53, 0.98, -0.01)
C (-2.88, -0.10, -0.85)
C (-2.59, -0.76, 1.09)
C (0.83, -0.87, 0.56)
C (2.81, -0.49, -0.78)
C (1.29, 0.23, 1.32)
C (0.82, 1.29, -1.02)
C (1.57, 0.20, -0.23)
N (-2.29, 0.50, 1.22)
N (-0.03, -1.71, 0.71)
O (-2.85, -1.18, -0.11)
H (-2.72, 1.99, -0.33)
H (-3.10, -0.21, -1.93)
H (3.24, -0.01, -1.65)
H (2.34, -1.42, -1.16)
H (3.51, -0.66, -0.02)
H (2.20, 0.10, 1.90)
H (0.36, 0.91, 1.55)
H (-2.19, -1.57, 1.74)
H (1.88, 1.72, -1.39)
H (0.30, 0.88, -1.86)
H (0.34, 1.99, -0.44)
H (-0.32, -1.80, 1.69)

Properties
**LUMO**: 0.968 eV
**Gap between HOMO and LUMO**: 9.52 eV
**Net charge**: 0
**Energy above the lowest of the compared OMol25 structures with the same formula, charge and spin**: 485.2 kJ/mol

(6)
Entry from the Open Molecules 2025 dataset: a structure of composition C45H40Br2N11O3SSiTi (ωB97M-V/def2-TZVPD).

Positions of all 104 atoms, in Å:
Ti (-0.74, 0.18, 0.42)
C (-6.75, -1.57, 1.50)
C (-6.00, -0.38, 0.89)
N (-5.34, -0.71, -0.35)
C (-4.10, -1.25, -0.44)
S (-3.45, -1.59, -1.97)
N (-3.56, -1.55, 0.74)
N (-2.23, -1.55, 0.92)
C (-1.80, -2.53, 1.66)
C (-2.68, -3.70, 1.96)
C (-0.48, -2.37, 2.25)
C (0.17, -3.36, 2.99)
C (1.39, -3.07, 3.58)
C (1.94, -1.81, 3.43)
C (1.25, -0.89, 2.66)
N (0.08, -1.15, 2.10)
H (-7.22, -1.28, 2.45)
H (-6.05, -2.38, 1.69)
H (-7.53, -1.93, 0.83)
H (-5.25, -0.03, 1.59)
H (-6.69, 0.44, 0.69)
H (-5.83, -0.60, -1.23)
H (-3.26, -3.94, 1.07)
H (-3.39, -3.45, 2.75)
H (-2.11, -4.58, 2.27)
H (-0.27, -4.34, 3.11)
H (1.91, -3.83, 4.15)
H (2.89, -1.55, 3.87)
H (1.63, 0.11, 2.49)
Br (6.58, -2.49, -2.55)
C (5.05, -2.33, -3.66)
C (4.71, -3.40, -4.48)
C (3.61, -3.28, -5.30)
C (2.83, -2.13, -5.30)
C (3.20, -1.06, -4.48)
C (4.32, -1.16, -3.66)
N (1.79, -2.06, -6.27)
N (0.68, -1.53, -6.09)
C (0.18, -1.06, -4.85)
C (-0.44, 0.17, -4.92)
C (-0.87, 0.87, -3.80)
C (-0.74, 0.29, -2.53)
O (-1.13, 0.87, -1.46)
C (-0.22, -1.05, -2.45)
N (-0.23, -1.58, -1.21)
C (0.18, -2.81, -1.05)
C (0.58, -3.62, -2.14)
C (0.59, -3.10, -3.39)
C (0.22, -1.74, -3.59)
H (5.30, -4.30, -4.46)
H (3.33, -4.09, -5.97)
H (2.61, -0.15, -4.47)
H (4.60, -0.34, -3.02)
H (-0.54, 0.62, -5.90)
H (-1.33, 1.84, -3.88)
H (0.20, -3.21, -0.05)
H (0.86, -4.65, -1.96)
H (0.85, -3.71, -4.24)
N (-2.84, 1.25, 0.53)
C (-3.74, 1.97, 0.47)
C (-4.84, 2.84, 0.45)
C (-5.93, 2.60, -0.41)
N (-6.84, 2.42, -1.10)
C (-4.90, 3.90, 1.38)
N (-4.96, 4.77, 2.14)
C (0.22, 1.38, 4.77)
Si (-0.93, 1.88, 3.34)
C (-1.38, 3.68, 3.70)
C (-2.44, 0.80, 3.61)
N (-0.29, 1.75, 1.74)
C (0.53, 2.78, 1.27)
C (1.65, 3.25, 1.98)
C (2.43, 4.29, 1.50)
C (2.13, 4.89, 0.29)
C (1.03, 4.43, -0.44)
C (0.25, 3.40, 0.04)
H (-0.28, 1.67, 5.71)
H (1.19, 1.89, 4.76)
H (0.40, 0.31, 4.82)
H (-2.15, 3.71, 4.48)
H (-1.80, 4.16, 2.81)
H (-0.53, 4.26, 4.04)
H (-2.64, 0.75, 4.68)
H (-2.31, -0.21, 3.23)
H (-3.32, 1.22, 3.12)
H (1.91, 2.78, 2.92)
H (3.29, 4.62, 2.07)
H (2.74, 5.71, -0.09)
H (0.78, 4.89, -1.39)
H (-0.61, 3.05, -0.52)
Br (7.73, 0.23, 0.06)
C (5.97, 0.84, -0.35)
C (5.82, 2.10, -0.90)
C (4.54, 2.56, -1.16)
C (3.43, 1.77, -0.87)
C (3.61, 0.50, -0.35)
C (4.89, 0.02, -0.09)
C (2.41, -0.38, -0.01)
O (2.61, -1.57, 0.25)
O (1.30, 0.23, -0.04)
H (6.69, 2.72, -1.10)
H (4.39, 3.56, -1.57)
H (2.43, 2.13, -1.03)
H (5.01, -0.97, 0.32)

Properties
**LUMO (spin up / spin down)**: 3.461 / 3.461 eV
**⟨S²⟩**: 0.753
**Gap between HOMO and LUMO (spin up / spin down)**: 5.95 / 5.94 eV
**Net charge**: -2
**Energy above the lowest of the compared OMol25 structures with the same formula, charge and spin**: 0.0 kJ/mol
**2S+1**: 2

(7)
Entry from the Open Molecules 2025 dataset: a structure of composition C15H30ClNOOsP2 in a non-equilibrium geometry (ωB97M-V/def2-TZVPD).

Positions of all 51 atoms, in Å:
Os (0.09, 0.41, 0.20)
P (2.36, 0.03, 0.01)
P (-2.25, 0.34, 0.38)
N (-0.12, 0.48, -1.65)
H (0.88, 1.72, -0.06)
C (2.81, -1.49, -0.90)
H (3.90, -1.60, -0.79)
H (2.55, -1.38, -1.96)
H (2.31, -2.38, -0.49)
C (3.30, -0.18, 1.54)
H (4.35, -0.36, 1.25)
H (2.91, -1.03, 2.10)
H (3.22, 0.74, 2.13)
C (3.25, 1.30, -0.97)
H (4.32, 1.16, -0.81)
H (2.94, 2.30, -0.63)
H (2.99, 1.20, -2.03)
C (-3.14, -0.98, -0.49)
H (-4.22, -0.78, -0.50)
H (-2.95, -1.94, -0.01)
H (-2.78, -1.04, -1.52)
C (-2.93, 0.28, 2.06)
H (-4.01, 0.39, 2.03)
H (-2.51, 1.09, 2.66)
H (-2.67, -0.67, 2.54)
C (-2.91, 1.86, -0.39)
H (-3.98, 1.92, -0.21)
H (-2.72, 1.84, -1.46)
H (-2.42, 2.73, 0.05)
C (-0.08, 1.44, -2.59)
C (-0.02, 1.94, -4.98)
C (-0.07, 1.02, -3.95)
C (-0.02, 2.86, -2.31)
C (0.04, 3.78, -3.34)
C (0.03, 3.32, -4.67)
H (-0.04, 1.58, -6.02)
H (-0.10, -0.07, -4.08)
H (-0.01, 3.18, -1.26)
H (0.07, 4.86, -3.11)
H (0.05, 4.04, -5.49)
C (-0.26, -2.95, 1.55)
O (-0.30, -2.02, 0.69)
C (0.54, -4.18, 1.35)
H (0.94, -4.55, 2.30)
H (1.36, -3.99, 0.66)
H (-0.08, -4.96, 0.89)
C (-0.94, -2.81, 2.87)
H (-1.98, -3.14, 2.83)
H (-0.92, -1.77, 3.23)
H (-0.40, -3.45, 3.58)
Cl (-0.18, 1.63, 2.17)

Properties
**LUMO (spin up / spin down)**: 0.632 / -0.510 eV
**⟨S²⟩**: 6.061
**Gap between HOMO and LUMO (spin up / spin down)**: 4.75 / 7.28 eV
**Net charge**: 0
**Energy above the lowest of the compared OMol25 structures with the same formula, charge and spin**: 148.5 kJ/mol
**2S+1**: 5

(8)
Entry from the Open Molecules 2025 dataset: a cluster of 2 separate species, C5H13IN in total in a non-equilibrium geometry (ωB97M-V/def2-TZVPD).

Positions of all 20 atoms, in Å:
C (-0.38, -0.64, -1.26)
C (-1.94, -0.57, 0.50)
C (-0.53, 1.47, 0.02)
C (0.34, -0.56, 1.01)
C (2.77, 0.36, -0.16)
N (-0.58, -0.08, 0.07)
I (3.76, -1.36, -0.37)
H (-0.50, -1.81, -1.09)
H (-1.16, -0.27, -1.96)
H (0.59, -0.35, -1.78)
H (-2.86, -0.30, -0.14)
H (-1.90, -1.68, 0.46)
H (-2.11, -0.06, 1.54)
H (-1.23, 1.94, 0.76)
H (0.44, 1.71, 0.45)
H (-0.73, 1.93, -0.99)
H (0.89, 0.03, 1.71)
H (0.09, -1.60, 1.29)
H (2.25, 0.99, -0.88)
H (2.79, 0.83, 0.80)

Properties
**LUMO (spin up / spin down)**: -3.770 / -4.602 eV
**Gap between HOMO and LUMO (spin up / spin down)**: 9.24 / 6.96 eV
**Net charge**: +1
**Energy above the lowest of the compared OMol25 structures with the same formula, charge and spin**: 513.4 kJ/mol